1.
This record from the Open Molecules 2025 dataset describes a 2-piece molecular cluster, C48H50BF6N3O2S overall. The level of theory is ωB97M-V/def2-TZVPD.

Gap between HOMO and LUMO in eV: 6.946
HOMO level in eV: -6.40

CARTESIAN COORDINATES (ANGSTROEM)
C1 -4.416 0.143 3.154
C2 -3.117 -0.608 2.943
C3 -3.155 -1.225 1.544
O1 -2.030 0.365 3.045
B1 -1.030 -0.311 3.665
C4 0.541 -0.071 3.903
C5 0.404 -0.129 5.420
C6 -0.107 0.991 6.095
C7 -0.185 1.012 7.474
C8 0.147 -0.131 8.237
N1 0.003 -0.152 9.618
C9 0.779 -1.100 10.418
C10 -0.104 -2.225 10.875
F1 0.544 -3.202 11.570
F2 -0.733 -2.825 9.805
F3 -1.111 -1.738 11.680
C11 -0.822 0.760 10.283
C12 -0.449 1.313 11.522
C13 -1.319 2.178 12.185
C14 -2.563 2.490 11.630
C15 -2.951 1.924 10.412
C16 -2.086 1.066 9.734
C17 0.598 -1.279 7.548
C18 0.688 -1.281 6.165
C19 1.949 -0.315 3.398
C20 2.321 0.271 2.166
C21 3.609 0.727 1.942
C22 4.612 0.591 2.928
N2 5.881 1.138 2.730
C23 6.479 0.947 1.407
C24 7.478 -0.158 1.522
F4 7.974 -0.620 0.340
F5 8.535 0.209 2.307
F6 6.898 -1.239 2.165
C25 6.578 1.970 3.618
C26 6.917 1.559 4.920
C27 7.815 2.310 5.677
C28 8.363 3.490 5.167
C29 8.015 3.917 3.880
C30 7.131 3.167 3.116
C31 4.300 -0.175 4.059
C32 3.017 -0.667 4.256
O2 -1.313 -1.618 4.048
C33 -2.740 -1.692 4.050
C34 -3.227 -1.317 5.457
C35 -3.089 -3.141 3.783
H1 -5.259 -0.559 3.202
H2 -4.412 0.750 4.066
H3 -4.586 0.814 2.305
H4 -3.998 -1.923 1.467
H5 -3.308 -0.435 0.799
H6 -2.232 -1.758 1.286
H7 0.398 0.991 3.574
H8 -0.411 1.861 5.511
H9 -0.529 1.922 7.967
H10 1.155 -0.610 11.319
H11 1.587 -1.515 9.816
H12 0.537 1.086 11.933
H13 -1.003 2.606 13.137
H14 -3.232 3.173 12.154
H15 -3.925 2.143 9.975
H16 -2.380 0.622 8.778
H17 0.832 -2.192 8.087
H18 0.990 -2.192 5.651
H19 1.549 0.450 1.416
H20 3.859 1.266 1.025
H21 5.729 0.642 0.680
H22 7.018 1.838 1.091
H23 6.513 0.630 5.316
H24 8.079 1.956 6.675
H25 9.071 4.068 5.766
H26 8.428 4.837 3.467
H27 6.843 3.498 2.117
H28 5.087 -0.383 4.777
H29 2.846 -1.268 5.143
H30 -4.304 -1.513 5.555
H31 -2.691 -1.924 6.200
H32 -3.031 -0.259 5.696
H33 -4.173 -3.273 3.659
H34 -2.566 -3.520 2.900
H35 -2.767 -3.745 4.640
C36 -1.598 -7.522 1.966
C37 -0.870 -6.271 1.662
C38 -1.222 -5.347 0.686
C39 -0.301 -4.274 0.570
C40 0.794 -4.392 1.426
C41 1.953 -3.562 1.445
C42 2.963 -3.779 2.415
C43 4.255 -3.422 2.126
C44 4.550 -2.936 0.814
N3 5.750 -3.202 0.233
C45 6.020 -2.821 -1.137
C46 6.689 -4.128 0.839
C47 3.503 -2.321 0.070
C48 2.201 -2.642 0.388
S1 0.565 -5.778 2.480
H36 -2.196 -7.816 1.099
H37 -0.908 -8.340 2.199
H38 -2.271 -7.367 2.819
H39 -2.111 -5.473 0.071
H40 -0.400 -3.472 -0.156
H41 2.716 -4.249 3.373
H42 5.063 -3.574 2.843
H43 5.203 -3.133 -1.803
H44 6.172 -1.736 -1.231
H45 6.937 -3.330 -1.446
H46 7.206 -3.675 1.698
H47 6.182 -5.048 1.165
H48 7.433 -4.385 0.078
H49 3.735 -1.687 -0.782
H50 1.382 -2.250 -0.216

Löwdin population analysis, charges in e, atoms 1 to 99: atom 1 (C): -0.01, atom 2 (C): -0.43, atom 3 (C): 0.00, atom 4 (O): 0.18, atom 5 (B): -0.62, atom 6 (C): -0.05, atom 7 (C): -0.20, atom 8 (C): -0.01, atom 9 (C): -0.01, atom 10 (C): -0.20, atom 11 (N): -0.03, atom 12 (C): -0.03, atom 13 (C): -0.52, atom 14 (F): 0.12, atom 15 (F): 0.11, atom 16 (F): 0.12, atom 17 (C): -0.23, atom 18 (C): -0.02, atom 19 (C): -0.08, atom 20 (C): -0.10, atom 21 (C): -0.08, atom 22 (C): -0.03, atom 23 (C): 0.00, atom 24 (C): -0.03, atom 25 (C): -0.14, atom 26 (C): -0.04, atom 27 (C): -0.02, atom 28 (C): -0.22, atom 29 (N): -0.04, atom 30 (C): -0.04, atom 31 (C): -0.52, atom 32 (F): 0.12, atom 33 (F): 0.13, atom 34 (F): 0.10, atom 35 (C): -0.21, atom 36 (C): -0.01, atom 37 (C): -0.08, atom 38 (C): -0.10, atom 39 (C): -0.08, atom 40 (C): -0.03, atom 41 (C): 0.00, atom 42 (C): -0.02, atom 43 (O): 0.12, atom 44 (C): -0.46, atom 45 (C): 0.00, atom 46 (C): 0.00, atom 47 (H): 0.10, atom 48 (H): 0.09, atom 49 (H): 0.09, atom 50 (H): 0.10, atom 51 (H): 0.09, atom 52 (H): 0.09, atom 53 (H): 0.15, atom 54 (H): 0.13, atom 55 (H): 0.12, atom 56 (H): 0.12, atom 57 (H): 0.14, atom 58 (H): 0.11, atom 59 (H): 0.10, atom 60 (H): 0.10, atom 61 (H): 0.10, atom 62 (H): 0.12, atom 63 (H): 0.10, atom 64 (H): 0.13, atom 65 (H): 0.13, atom 66 (H): 0.11, atom 67 (H): 0.12, atom 68 (H): 0.13, atom 69 (H): 0.09, atom 70 (H): 0.10, atom 71 (H): 0.10, atom 72 (H): 0.10, atom 73 (H): 0.11, atom 74 (H): 0.09, atom 75 (H): 0.10, atom 76 (H): 0.09, atom 77 (H): 0.10, atom 78 (H): 0.09, atom 79 (H): 0.10, atom 80 (H): 0.08, atom 81 (H): 0.10, atom 82 (C): -0.12, atom 83 (C): -0.62, atom 84 (C): -0.15, atom 85 (C): -0.13, atom 86 (C): -0.47, atom 87 (C): -0.27, atom 88 (C): -0.06, atom 89 (C): -0.03, atom 90 (C): -0.24, atom 91 (N): -0.19, atom 92 (C): -0.06, atom 93 (C): -0.06, atom 94 (C): -0.04, atom 95 (C): -0.03, atom 96 (S): 1.07, atom 97 (H): 0.08, atom 98 (H): 0.07, atom 99 (H): 0.08

***

2.
This record from the Open Molecules 2025 dataset describes C48H50N6O5STi as an isolated structure. The level of theory is ωB97M-V/def2-TZVPD.

Spin multiplicity: 3
Gap between HOMO and LUMO (alpha / beta) in eV: 3.777 / 6.087
Net charge: -2
⟨S²⟩: 2.0419
HOMO level (alpha / beta) in eV: -0.01 / -2.33

CARTESIAN COORDINATES (ANGSTROEM)
Ti1 7.422 -5.863 16.220
O1 3.937 -2.395 18.531
C1 4.772 -1.557 17.888
C2 4.492 -0.187 17.799
C3 5.346 0.664 17.112
C4 6.466 0.167 16.464
C5 6.734 -1.186 16.522
C6 5.910 -2.063 17.234
C7 6.276 -3.522 17.217
O2 7.314 -3.901 16.528
N1 5.452 -4.389 17.764
N2 5.858 -5.669 17.468
C8 5.134 -6.642 18.064
C9 5.240 -8.059 17.790
C10 4.588 -9.001 18.597
C11 4.616 -10.367 18.377
C12 5.436 -10.820 17.351
C13 6.077 -9.924 16.509
C14 5.984 -8.538 16.688
O3 6.549 -7.722 15.836
H1 4.303 -3.322 18.429
H2 3.607 0.203 18.298
H3 5.112 1.722 17.038
H4 7.122 0.833 15.903
H5 7.572 -1.610 15.972
H6 4.359 -6.298 18.747
H7 4.012 -8.609 19.426
H8 4.111 -11.071 19.043
H9 5.537 -11.881 17.162
H10 6.708 -10.284 15.704
C15 10.220 -1.579 17.828
C16 9.857 -2.866 18.573
C17 11.122 -3.446 19.226
C18 8.751 -2.691 19.604
C19 8.478 -1.448 20.153
C20 7.548 -1.321 21.191
C21 6.894 -2.438 21.634
C22 7.095 -3.707 21.072
C23 6.169 -4.771 21.704
C24 4.697 -4.554 21.318
C25 6.541 -6.231 21.499
C26 8.046 -3.850 20.054
N3 8.203 -5.033 19.293
C27 8.988 -5.988 19.693
O4 9.627 -6.141 20.758
C28 9.157 -7.146 18.665
C29 9.563 -8.423 19.069
C30 9.755 -9.466 18.156
C31 9.606 -9.167 16.809
C32 9.272 -7.871 16.465
N4 9.010 -6.907 17.351
C33 9.183 -7.432 14.993
O5 9.074 -8.311 14.142
N5 9.275 -6.084 14.825
C34 9.839 -5.665 13.617
C35 10.949 -6.381 13.073
C36 11.447 -6.067 11.819
C37 10.963 -4.997 11.081
C38 10.052 -4.174 11.706
C39 9.518 -4.441 12.980
C40 8.818 -3.288 13.660
C41 7.849 -2.477 12.798
C42 9.909 -2.315 14.196
C43 11.750 -7.380 13.917
C44 11.832 -8.778 13.318
C45 13.157 -6.829 14.185
H11 10.993 -1.741 17.090
H12 10.610 -0.797 18.494
H13 9.366 -1.172 17.292
H14 9.476 -3.599 17.819
H15 11.554 -2.730 19.939
H16 11.875 -3.643 18.468
H17 10.920 -4.386 19.730
H18 8.967 -0.560 19.787
H19 7.357 -0.354 21.648
H20 6.170 -2.323 22.446
H21 6.263 -4.591 22.785
H22 4.553 -4.761 20.263
H23 4.384 -3.530 21.495
H24 4.056 -5.224 21.899
H25 6.334 -6.553 20.477
H26 5.959 -6.868 22.164
H27 7.616 -6.387 21.690
H28 9.732 -8.576 20.131
H29 10.019 -10.454 18.520
H30 9.687 -9.905 16.030
H31 12.292 -6.627 11.418
H32 11.327 -4.787 10.082
H33 9.756 -3.269 11.200
H34 8.261 -3.645 14.525
H35 8.375 -1.901 12.033
H36 7.302 -1.756 13.423
H37 7.123 -3.126 12.319
H38 10.510 -1.925 13.387
H39 10.577 -2.821 14.900
H40 9.430 -1.473 14.729
H41 11.275 -7.438 14.898
H42 12.450 -8.783 12.422
H43 10.856 -9.143 13.073
H44 12.281 -9.447 14.047
H45 13.737 -6.715 13.272
H46 13.699 -7.501 14.857
H47 13.098 -5.868 14.676
S1 4.566 -4.441 12.616
C46 5.516 -5.828 12.184
C47 6.311 -6.259 13.191
N6 6.205 -5.465 14.329
C48 5.340 -4.526 14.171
H48 5.477 -6.283 11.214
H49 7.004 -7.104 13.227
H50 5.059 -3.808 14.939

Löwdin population analysis, charges in e, atoms 1 to 99: atom 1 (Ti): 1.02, atom 2 (O): 0.03, atom 3 (C): -0.27, atom 4 (C): -0.03, atom 5 (C): -0.12, atom 6 (C): -0.12, atom 7 (C): -0.05, atom 8 (C): -0.06, atom 9 (C): -0.44, atom 10 (O): -0.18, atom 11 (N): 0.05, atom 12 (N): -0.13, atom 13 (C): -0.09, atom 14 (C): -0.16, atom 15 (C): -0.08, atom 16 (C): -0.15, atom 17 (C): -0.14, atom 18 (C): -0.04, atom 19 (C): -0.36, atom 20 (O): -0.18, atom 21 (H): 0.06, atom 22 (H): 0.10, atom 23 (H): 0.09, atom 24 (H): 0.09, atom 25 (H): 0.09, atom 26 (H): 0.10, atom 27 (H): 0.10, atom 28 (H): 0.08, atom 29 (H): 0.08, atom 30 (H): 0.11, atom 31 (C): -0.09, atom 32 (C): -0.35, atom 33 (C): -0.05, atom 34 (C): -0.13, atom 35 (C): -0.05, atom 36 (C): -0.11, atom 37 (C): -0.08, atom 38 (C): -0.11, atom 39 (C): -0.35, atom 40 (C): -0.07, atom 41 (C): -0.07, atom 42 (C): -0.14, atom 43 (N): 0.13, atom 44 (C): -0.55, atom 45 (O): -0.06, atom 46 (C): -0.11, atom 47 (C): 0.00, atom 48 (C): -0.04, atom 49 (C): -0.01, atom 50 (C): -0.21, atom 51 (N): 0.09, atom 52 (C): -0.56, atom 53 (O): 0.02, atom 54 (N): 0.07, atom 55 (C): -0.15, atom 56 (C): -0.12, atom 57 (C): -0.07, atom 58 (C): -0.11, atom 59 (C): -0.07, atom 60 (C): -0.13, atom 61 (C): -0.36, atom 62 (C): -0.07, atom 63 (C): -0.05, atom 64 (C): -0.36, atom 65 (C): -0.07, atom 66 (C): -0.07, atom 67 (H): 0.06, atom 68 (H): 0.07, atom 69 (H): 0.05, atom 70 (H): 0.13, atom 71 (H): 0.08, atom 72 (H): 0.07, atom 73 (H): 0.06, atom 74 (H): 0.09, atom 75 (H): 0.08, atom 76 (H): 0.10, atom 77 (H): 0.12, atom 78 (H): 0.04, atom 79 (H): 0.06, atom 80 (H): 0.07, atom 81 (H): 0.06, atom 82 (H): 0.07, atom 83 (H): 0.07, atom 84 (H): 0.11, atom 85 (H): 0.10, atom 86 (H): 0.11, atom 87 (H): 0.10, atom 88 (H): 0.09, atom 89 (H): 0.09, atom 90 (H): 0.08, atom 91 (H): 0.07, atom 92 (H): 0.08, atom 93 (H): 0.04, atom 94 (H): 0.07, atom 95 (H): 0.08, atom 96 (H): 0.07, atom 97 (H): 0.11, atom 98 (H): 0.07, atom 99 (H): 0.06

***

3.
This record from the Open Molecules 2025 dataset describes C48H51N6OSSnTe as an isolated structure. The level of theory is ωB97M-V/def2-TZVPD.

Spin multiplicity: 2
Gap between HOMO and LUMO (alpha / beta) in eV: 5.079 / 7.339
⟨S²⟩: 0.7634
HOMO level (alpha / beta) in eV: -4.58 / -7.17

CARTESIAN COORDINATES (ANGSTROEM)
Sn1 0.615 1.074 1.468
C1 4.321 1.075 2.354
C2 3.935 2.354 3.128
C3 3.200 3.447 2.381
C4 3.920 4.403 1.673
C5 3.257 5.454 1.061
C6 1.887 5.552 1.217
C7 1.243 4.568 1.950
N1 1.866 3.522 2.495
N2 3.464 -0.088 2.614
C8 3.877 -1.271 1.868
C9 3.653 -1.331 0.365
C10 3.829 -2.565 -0.257
C11 3.481 -2.699 -1.587
C12 2.968 -1.608 -2.267
C13 2.866 -0.412 -1.577
N3 3.208 -0.273 -0.299
C14 3.417 -0.416 4.038
C15 2.082 -0.231 4.732
C16 1.731 -1.064 5.790
C17 0.626 -0.740 6.561
C18 -0.097 0.399 6.250
C19 0.288 1.133 5.140
N4 1.343 0.823 4.389
H1 5.359 0.811 2.624
H2 4.300 1.270 1.284
H3 4.863 2.803 3.488
H4 3.335 2.108 4.004
H5 4.999 4.325 1.617
H6 3.803 6.187 0.482
H7 1.321 6.363 0.779
H8 0.168 4.601 2.091
H9 3.296 -2.104 2.270
H10 4.937 -1.520 2.068
H11 4.198 -3.412 0.309
H12 3.589 -3.651 -2.090
H13 2.668 -1.670 -3.304
H14 1.366 0.687 -2.524
H15 4.133 0.213 4.583
H16 3.755 -1.441 4.210
H17 2.331 -1.937 6.016
H18 0.333 -1.370 7.392
H19 -0.959 0.699 6.829
H20 -0.282 1.997 4.816
S1 -3.868 0.671 2.541
C20 -3.056 -0.545 3.458
C21 -1.713 -0.528 3.255
C22 -1.273 0.481 2.337
C23 -2.357 1.205 1.864
C24 -2.202 2.236 0.890
C25 -3.232 3.000 0.316
C26 -2.944 3.929 -0.649
C27 -1.599 4.100 -1.061
C28 -0.631 3.342 -0.466
N5 -0.894 2.430 0.502
H21 -3.626 -1.205 4.095
H22 -1.049 -1.233 3.742
H23 -4.253 2.830 0.637
H24 -3.735 4.513 -1.102
H25 -1.329 4.803 -1.836
H26 0.409 3.433 -0.766
C29 4.379 2.068 -1.987
C30 2.906 1.968 -2.289
O1 2.260 2.935 -2.646
N6 2.330 0.726 -2.225
Te1 -1.475 -0.176 -1.510
C31 -3.417 -0.369 -2.351
C32 -3.803 0.378 -3.468
C33 -2.920 1.379 -4.172
C34 -5.092 0.204 -3.978
C35 -5.996 -0.672 -3.407
C36 -7.382 -0.843 -3.968
C37 -5.598 -1.381 -2.278
C38 -4.332 -1.240 -1.728
C39 -3.993 -2.023 -0.487
C40 -0.885 -2.187 -1.890
C41 -0.542 -3.030 -0.824
C42 -0.575 -2.609 0.623
C43 -0.137 -4.338 -1.101
C44 -0.064 -4.830 -2.391
C45 0.384 -6.240 -2.669
C46 -0.407 -3.977 -3.435
C47 -0.811 -2.667 -3.212
C48 -1.173 -1.823 -4.405
H27 4.828 2.686 -2.763
H28 4.884 1.107 -1.934
H29 4.497 2.582 -1.037
H30 -1.963 1.516 -3.676
H31 -3.417 2.349 -4.216
H32 -2.728 1.063 -5.200
H33 -5.387 0.781 -4.850
H34 -7.513 -0.263 -4.881
H35 -8.137 -0.515 -3.250
H36 -7.585 -1.890 -4.199
H37 -6.301 -2.059 -1.803
H38 -4.880 -2.529 -0.105
H39 -3.605 -1.369 0.297
H40 -3.230 -2.778 -0.690
H41 -1.281 -1.802 0.811
H42 0.409 -2.244 0.940
H43 -0.834 -3.457 1.259
H44 0.119 -4.987 -0.269
H45 0.502 -6.806 -1.744
H46 1.342 -6.251 -3.194
H47 -0.336 -6.766 -3.298
H48 -0.363 -4.344 -4.456
H49 -0.853 -2.308 -5.327
H50 -0.712 -0.835 -4.346
H51 -2.252 -1.663 -4.459

Löwdin population analysis, charges in e, atoms 1 to 99: atom 1 (Sn): 1.16, atom 2 (C): -0.18, atom 3 (C): -0.11, atom 4 (C): -0.30, atom 5 (C): -0.03, atom 6 (C): -0.06, atom 7 (C): -0.06, atom 8 (C): -0.16, atom 9 (N): 0.05, atom 10 (N): -0.18, atom 11 (C): -0.15, atom 12 (C): -0.25, atom 13 (C): -0.03, atom 14 (C): -0.05, atom 15 (C): 0.00, atom 16 (C): -0.33, atom 17 (N): 0.16, atom 18 (C): -0.14, atom 19 (C): -0.26, atom 20 (C): -0.03, atom 21 (C): -0.07, atom 22 (C): -0.06, atom 23 (C): -0.14, atom 24 (N): 0.07, atom 25 (H): 0.12, atom 26 (H): 0.10, atom 27 (H): 0.11, atom 28 (H): 0.09, atom 29 (H): 0.11, atom 30 (H): 0.11, atom 31 (H): 0.11, atom 32 (H): 0.11, atom 33 (H): 0.13, atom 34 (H): 0.13, atom 35 (H): 0.12, atom 36 (H): 0.11, atom 37 (H): 0.12, atom 38 (H): 0.10, atom 39 (H): 0.13, atom 40 (H): 0.12, atom 41 (H): 0.11, atom 42 (H): 0.11, atom 43 (H): 0.11, atom 44 (H): 0.12, atom 45 (S): 0.99, atom 46 (C): -0.42, atom 47 (C): -0.26, atom 48 (C): -0.45, atom 49 (C): -0.58, atom 50 (C): -0.37, atom 51 (C): -0.04, atom 52 (C): -0.08, atom 53 (C): -0.08, atom 54 (C): -0.20, atom 55 (N): -0.17, atom 56 (H): 0.06, atom 57 (H): 0.10, atom 58 (H): 0.10, atom 59 (H): 0.10, atom 60 (H): 0.10, atom 61 (H): 0.10, atom 62 (C): 0.01, atom 63 (C): -0.52, atom 64 (O): 0.04, atom 65 (N): 0.14, atom 66 (Te): 1.48, atom 67 (C): -0.39, atom 68 (C): -0.32, atom 69 (C): -0.08, atom 70 (C): -0.02, atom 71 (C): -0.27, atom 72 (C): -0.05, atom 73 (C): -0.02, atom 74 (C): -0.28, atom 75 (C): -0.06, atom 76 (C): -0.40, atom 77 (C): -0.31, atom 78 (C): -0.09, atom 79 (C): -0.02, atom 80 (C): -0.27, atom 81 (C): -0.05, atom 82 (C): -0.02, atom 83 (C): -0.30, atom 84 (C): -0.07, atom 85 (H): 0.09, atom 86 (H): 0.07, atom 87 (H): 0.07, atom 88 (H): 0.01, atom 89 (H): 0.08, atom 90 (H): 0.08, atom 91 (H): 0.12, atom 92 (H): 0.07, atom 93 (H): 0.08, atom 94 (H): 0.08, atom 95 (H): 0.12, atom 96 (H): 0.08, atom 97 (H): 0.04, atom 98 (H): 0.07, atom 99 (H): 0.01

***

Which molar mass belongs to each record? In order, 857.814 870.899 1006.355 g mol⁻¹.
Which energy relative to the best compared isomer or geometry (same formula, charge and spin) belongs to each record? In order, 0.000 0.074 0.000 eV.
Which energy belongs to each record? In order, -86970.82825 -103722.36087 -85551.83486 eV.